# 1
Below is a molecular structure, C6H14FeINOS at a distorted geometry, with properties calculated with ωB97M-V/def2-TZVPD.

Structure (XYZ):
```
25
Properties=species:S:1:pos:R:3:forces:R:3:mulliken_charge:R:1
C 2.25275 -1.17961 -0.07447 0.49 -0.23 0.26 -0.8715
C 2.72869 0.27122 -0.03367 -0.85 0.05 0.69 -0.3517
C 1.52034 1.22215 0.09081 0.30 0.21 -0.28 -0.6201
I 2.30001 3.23360 0.05379 -0.14 -0.16 0.02 0.2597
C 0.46504 1.17208 -1.02001 0.89 0.42 -0.23 -0.7296
O -0.46903 0.01039 -0.97026 0.39 -0.61 1.37 -0.3429
C -1.86032 0.36597 -0.80170 -0.88 -0.36 -0.24 -0.3482
C -2.67149 -0.72418 -0.06653 0.76 0.38 0.10 -0.6405
N -3.10342 -0.33632 1.24890 0.98 -0.83 0.69 -0.3396
S -1.82647 0.05968 2.29165 -0.03 0.39 -0.57 0.1037
H 1.41889 -1.24663 -0.78831 0.17 -0.18 -0.83 0.4705
H 2.98875 -1.88461 -0.45441 0.02 -0.11 -0.01 0.5116
H 2.01898 -1.57037 0.94933 -0.06 0.08 0.08 0.1316
H 3.34212 0.41588 0.85303 0.14 -0.06 0.02 0.4292
H 3.37508 0.48201 -0.87990 -0.21 0.08 -0.29 0.4274
H 1.03849 1.13901 1.06731 0.02 -0.09 0.10 0.3306
H 0.97415 1.15066 -1.98109 -0.15 -0.26 -0.21 0.3889
H -0.10179 2.09485 -0.99593 -0.47 -0.14 0.06 0.5825
H -1.94842 1.30602 -0.27135 0.05 0.15 0.12 0.4944
H -2.32352 0.44894 -1.77951 0.31 0.29 -0.27 0.3277
H -2.02348 -1.67273 0.06517 -0.09 -0.05 -0.30 0.3426
H -3.50146 -1.02837 -0.69662 -0.18 -0.25 0.17 0.4543
H -3.59688 -1.10260 1.70531 -0.62 0.35 -0.25 0.3582
H -1.00571 -1.06782 2.10104 -0.12 -0.46 0.25 0.0842
Fe 0.00872 -1.55924 0.38743 -0.72 1.39 -0.44 0.5470
```
Forces are in eV/Å.

* net charge: +2
* LUMO (spin up / spin down): -9.7 / -10.7 eV
* relative energy (zero: lowest compared OMol25 entry of this formula, charge and spin): 0.00 kJ/mol
* E_HOMO (spin up / spin down): -15.81 / -15.81 eV
* multiplicity: 5
* HOMO-LUMO gap (spin up / spin down): 6.1 / 5.1 eV
* E_tot: -2325.82594 Ha


# 2
Below is 3 unconnected molecules or ions with the total composition C4H12NO4 at a distorted geometry, with properties calculated with ωB97M-V/def2-TZVPD.

Structure (XYZ):
```
21
Properties=species:S:1:pos:R:3:forces:R:3:mulliken_charge:R:1
C -1.35527 -3.24952 1.51043 2.90 -0.72 -1.52 -1.1460
C 0.76514 2.58975 -1.59328 1.02 2.01 1.20 -0.2504
C -0.75134 -1.87420 1.71070 -2.01 -2.36 0.18 0.2374
C 0.72629 1.28068 -2.26375 -0.61 -1.99 1.53 0.5650
N -0.38763 -1.15902 0.74505 1.68 -0.78 -1.53 -0.0327
O 0.07828 2.55402 -0.30851 0.03 -1.46 -2.47 -0.5654
O 0.73059 1.06946 1.67413 -0.01 1.24 2.77 -0.6799
O 1.01111 1.27237 -3.50721 0.78 0.49 -2.92 -0.4444
O 0.40097 0.28843 -1.63761 -0.33 -0.40 0.26 -0.5943
H -0.69788 -3.93825 2.08835 -0.64 0.14 -0.29 0.3321
H -1.52998 -3.68235 0.46955 0.88 1.09 1.04 0.3156
H -2.30298 -3.26823 1.91022 -2.12 0.13 1.50 0.3670
H 0.27698 3.30443 -2.25189 0.23 0.35 0.01 0.3047
H 1.84335 2.87148 -1.39596 -1.14 -0.12 -0.50 0.2737
H -0.75867 -1.57753 2.75112 0.02 0.82 -0.07 0.3793
H -0.01887 -0.20708 0.86678 0.35 0.33 0.29 0.3177
H -0.09133 -1.70049 -0.10132 -1.05 1.18 0.37 0.2801
H -0.38596 1.69385 -0.50677 0.03 0.94 1.31 0.2756
H 0.57826 1.36926 2.63384 0.33 -0.93 -1.99 0.3127
H 0.94409 0.43768 -4.03377 -0.04 0.53 1.21 0.3959
H 0.92485 1.92528 1.23991 -0.31 -0.49 -0.36 0.3563
```
Forces are in eV/Å.

* net charge: +1
* LUMO: -4.0 eV
* relative energy (zero: lowest compared OMol25 entry of this formula, charge and spin): 70.28 kJ/mol
* E_HOMO: -14.30 eV
* multiplicity: 1
* HOMO-LUMO gap: 10.3 eV
* E_tot: -515.06942 Ha


# 3
Below is 2 unconnected molecules or ions with the total composition C6H8S at a distorted geometry, with properties calculated with ωB97M-V/def2-TZVPD.

Structure (XYZ):
```
15
Properties=species:S:1:pos:R:3:forces:R:3:mulliken_charge:R:1
C -0.59687 -1.86571 -0.18547 1.72 1.07 -0.43 -0.3518
C -0.76996 -0.61085 -0.61325 -2.60 -0.83 0.14 -0.5253
C 0.79550 -2.02561 0.42149 -0.68 -0.21 -0.11 -0.8402
C 1.31026 -0.61961 0.49908 -0.73 1.79 -1.29 -0.4138
C 0.26870 0.22839 -0.23295 3.26 -0.03 0.81 0.2086
C -1.03987 3.22091 0.04602 0.51 1.42 -0.37 -0.4697
S 1.76141 0.18513 -1.12700 0.44 0.26 0.57 -0.1966
H -1.20997 -2.66286 -0.44440 -1.03 -1.37 -0.27 0.4427
H -1.62152 -0.18371 -1.10368 -0.48 -0.32 -0.41 0.4360
H 0.70756 -2.44981 1.37521 -0.28 -0.31 1.96 0.3194
H 1.41455 -2.81018 -0.01744 0.14 0.43 -0.82 0.3138
H 1.71036 -0.09776 1.36800 0.36 -0.70 -0.18 0.4236
H -0.48590 3.76176 0.87871 -1.02 -0.42 -1.37 0.2581
H -0.82712 2.15346 0.03756 -0.40 0.31 -0.25 0.1487
H -1.41713 3.77644 -0.90188 0.78 -1.10 2.02 0.2465
```
Forces are in eV/Å.

* LUMO (spin up / spin down): -0.6 / 0.2 eV
* relative energy (zero: lowest compared OMol25 entry of this formula, charge and spin): 531.82 kJ/mol
* E_HOMO (spin up / spin down): -8.69 / -7.99 eV
* multiplicity: 1
* HOMO-LUMO gap (spin up / spin down): 8.1 / 8.2 eV
* E_tot: -631.38860 Ha


# 4
Below is a molecular structure, C4H6NO at a distorted geometry, with properties calculated with ωB97M-V/def2-TZVPD.

Structure (XYZ):
```
12
Properties=species:S:1:pos:R:3:forces:R:3:mulliken_charge:R:1
C 1.24407 0.12118 -0.55720 0.91 1.20 -0.29 -0.6810
C -0.11829 0.03375 -0.19614 -0.34 0.81 1.11 0.0259
C 1.35851 -1.33333 -0.30683 -0.19 -1.40 2.26 -0.2639
C -1.58930 1.79414 0.49101 -0.38 -2.54 -1.91 -0.6620
N -0.10049 -1.28657 0.13149 -1.39 -0.47 -0.61 0.2525
O -0.92045 -2.18885 0.71118 1.03 1.06 -0.21 -0.8147
H 1.85873 0.52468 -1.34695 -0.65 0.77 -0.20 0.0832
H 1.65034 -2.04839 -1.11688 -0.62 0.56 0.48 0.2492
H 1.94503 -1.57903 0.65800 -0.78 0.22 -1.41 0.1449
H -1.18491 2.07690 1.48644 -0.47 -0.36 -0.90 0.2386
H -2.69756 1.36845 0.39751 2.65 0.77 0.68 0.2066
H -1.44567 2.51708 -0.35165 0.23 -0.61 1.00 0.2207
```
Forces are in eV/Å.

* net charge: -1
* LUMO (spin up / spin down): 4.0 / 4.0 eV
* relative energy (zero: lowest compared OMol25 entry of this formula, charge and spin): 486.35 kJ/mol
* E_HOMO (spin up / spin down): -1.31 / -1.31 eV
* multiplicity: 1
* HOMO-LUMO gap (spin up / spin down): 5.3 / 5.3 eV
* E_tot: -285.74048 Ha


Copy entry 4 word for word.
Below is a molecular structure, C4H6NO at a distorted geometry, with properties calculated with ωB97M-V/def2-TZVPD.

Structure (XYZ):
```
12
Properties=species:S:1:pos:R:3:forces:R:3:mulliken_charge:R:1
C 1.24407 0.12118 -0.55720 0.91 1.20 -0.29 -0.6810
C -0.11829 0.03375 -0.19614 -0.34 0.81 1.11 0.0259
C 1.35851 -1.33333 -0.30683 -0.19 -1.40 2.26 -0.2639
C -1.58930 1.79414 0.49101 -0.38 -2.54 -1.91 -0.6620
N -0.10049 -1.28657 0.13149 -1.39 -0.47 -0.61 0.2525
O -0.92045 -2.18885 0.71118 1.03 1.06 -0.21 -0.8147
H 1.85873 0.52468 -1.34695 -0.65 0.77 -0.20 0.0832
H 1.65034 -2.04839 -1.11688 -0.62 0.56 0.48 0.2492
H 1.94503 -1.57903 0.65800 -0.78 0.22 -1.41 0.1449
H -1.18491 2.07690 1.48644 -0.47 -0.36 -0.90 0.2386
H -2.69756 1.36845 0.39751 2.65 0.77 0.68 0.2066
H -1.44567 2.51708 -0.35165 0.23 -0.61 1.00 0.2207
```
Forces are in eV/Å.

* net charge: -1
* LUMO (spin up / spin down): 4.0 / 4.0 eV
* relative energy (zero: lowest compared OMol25 entry of this formula, charge and spin): 486.35 kJ/mol
* E_HOMO (spin up / spin down): -1.31 / -1.31 eV
* multiplicity: 1
* HOMO-LUMO gap (spin up / spin down): 5.3 / 5.3 eV
* E_tot: -285.74048 Ha